1.
A molecular structure, C42H49BFN12O3Pt in a non-equilibrium geometry, computed with wB97M-V/def2-TZVPD.

Element x y z (Å)
Pt (0.624, -0.508, -0.479)
C (-2.157, 1.648, -0.228)
C (-2.192, 0.325, 0.459)
C (-3.126, -0.204, 1.343)
C (-2.630, -1.433, 1.756)
C (-3.233, -2.413, 2.704)
N (-1.454, -1.640, 1.141)
N (-1.209, -0.573, 0.326)
B (-0.364, -2.718, 1.403)
N (0.027, -3.303, 0.072)
N (0.337, -2.450, -0.935)
C (0.748, -3.188, -2.001)
C (1.234, -2.714, -3.321)
C (0.648, -4.519, -1.635)
C (0.198, -4.561, -0.326)
C (-0.070, -5.749, 0.536)
N (0.857, -1.971, 1.967)
N (1.013, -0.682, 1.564)
C (1.896, -0.100, 2.430)
C (2.233, 1.355, 2.476)
C (2.319, -1.064, 3.324)
C (1.649, -2.237, 3.004)
C (1.740, -3.579, 3.643)
H (-3.155, 2.078, -0.280)
H (-1.523, 2.341, 0.330)
H (-1.753, 1.565, -1.236)
H (-4.053, 0.252, 1.650)
H (-4.225, -2.075, 2.990)
H (-3.316, -3.400, 2.251)
H (-2.628, -2.509, 3.606)
H (-0.753, -3.547, 2.164)
H (2.146, -2.131, -3.197)
H (1.466, -3.582, -3.932)
H (0.482, -2.125, -3.841)
H (0.884, -5.363, -2.262)
H (0.040, -6.653, -0.058)
H (0.633, -5.797, 1.367)
H (-1.079, -5.725, 0.947)
H (1.647, 1.928, 1.766)
H (2.024, 1.728, 3.478)
H (3.294, 1.515, 2.286)
H (3.017, -0.922, 4.133)
H (2.498, -3.561, 4.421)
H (0.790, -3.874, 4.092)
H (2.018, -4.332, 2.906)
C (7.614, 2.369, -1.936)
C (7.128, 2.469, -0.499)
N (5.666, 2.250, -0.399)
C (5.233, 0.995, -0.262)
C (3.909, 0.634, -0.266)
C (3.556, -0.802, -0.121)
O (4.224, -1.536, 0.561)
O (2.514, -1.197, -0.832)
C (2.918, 1.607, -0.400)
O (1.661, 1.367, -0.418)
C (3.373, 2.972, -0.525)
C (2.451, 4.024, -0.645)
C (2.873, 5.309, -0.766)
F (1.941, 6.273, -0.849)
C (4.246, 5.660, -0.785)
C (5.150, 4.613, -0.695)
C (4.742, 3.280, -0.541)
N (4.696, 6.978, -0.921)
C (5.882, 7.438, -0.210)
C (6.784, 8.211, -1.171)
N (5.920, 8.974, -2.151)
C (4.607, 9.352, -1.530)
C (3.791, 8.083, -1.267)
H (8.690, 2.536, -1.976)
H (7.123, 3.105, -2.574)
H (7.413, 1.377, -2.340)
H (7.371, 3.431, -0.059)
H (7.601, 1.712, 0.122)
H (5.988, 0.230, -0.123)
H (1.390, 3.813, -0.617)
H (6.204, 4.835, -0.758)
H (6.441, 6.611, 0.213)
H (5.587, 8.075, 0.630)
H (7.427, 7.551, -1.748)
H (7.406, 8.922, -0.631)
H (5.735, 8.388, -2.966)
H (6.416, 9.803, -2.481)
H (4.066, 10.012, -2.203)
H (4.831, 9.903, -0.620)
H (3.236, 7.813, -2.163)
H (3.069, 8.312, -0.482)
C (0.982, 0.568, -4.531)
C (1.212, 0.322, -3.198)
N (0.199, -0.052, -2.390)
C (-1.030, -0.236, -2.881)
C (-1.324, -0.066, -4.224)
C (-0.292, 0.369, -5.049)
C (-2.681, -0.248, -4.777)
C (-3.620, -1.142, -4.474)
C (-3.591, -2.267, -3.515)
C (-4.764, -2.956, -3.253)
C (-4.706, -3.991, -2.332)
N (-3.567, -4.344, -1.741)
C (-2.493, -3.642, -2.084)
N (-2.439, -2.613, -2.924)
H (1.795, 0.903, -5.159)
H (2.191, 0.418, -2.759)
H (-1.798, -0.515, -2.177)
H (-0.485, 0.543, -6.100)
H (-2.919, 0.456, -5.569)
H (-4.551, -1.063, -5.025)
H (-5.691, -2.695, -3.746)
H (-5.591, -4.553, -2.059)
H (-1.556, -3.942, -1.629)

Values from the calculation:
- HOMO-LUMO gap: 0.2688 hartree
- Spin multiplicity: 1
- Energy relative to the best compared isomer or geometry (same formula, charge and spin): 12.3 kcal per mole
- Total charge: +3
- Calculated total energy: -74993.6214 eV

Atomic partial charges in e from the Mulliken method, atoms 1 to 99:
1. Pt 1.687
2. C -1.260
3. C 0.382
4. C -1.300
5. C 0.678
6. C -1.524
7. N 1.061
8. N -0.097
9. B -0.795
10. N 0.835
11. N 0.662
12. C 0.241
13. C -1.418
14. C -1.519
15. C 0.669
16. C -1.475
17. N 0.982
18. N 0.063
19. C 0.457
20. C -1.477
21. C -1.347
22. C 0.956
23. C -1.439
24. H 0.466
25. H 0.265
26. H 0.122
27. H 0.608
28. H 0.448
29. H 0.311
30. H 0.281
31. H -0.067
32. H 0.167
33. H 0.581
34. H 0.136
35. H 0.617
36. H 0.445
37. H 0.244
38. H 0.308
39. H 0.132
40. H 0.554
41. H 0.268
42. H 0.551
43. H 0.436
44. H 0.307
45. H 0.211
46. C -1.004
47. C -1.012
48. N 0.202
49. C -0.121
50. C 0.663
51. C -0.542
52. O -0.624
53. O -0.599
54. C 0.351
55. O -0.764
56. C 1.515
57. C -1.014
58. C 0.458
59. F -0.346
60. C -1.126
61. C -0.673
62. C -0.425
63. N 0.119
64. C -0.736
65. C -0.729
66. N -0.114
67. C -0.837
68. C -0.670
69. H 0.419
70. H 0.305
71. H 0.347
72. H 0.519
73. H 0.439
74. H 0.640
75. H 0.592
76. H 0.808
77. H 0.503
78. H 0.318
79. H 0.423
80. H 0.382
81. H 0.385
82. H 0.358
83. H 0.409
84. H 0.381
85. H 0.506
86. H 0.401
87. C -1.154
88. C -0.356
89. N 0.502
90. C -0.002
91. C 0.445
92. C -0.564
93. C -1.306
94. C -0.665
95. C 0.995
96. C -0.875
97. C -0.303
98. N -0.577
99. C -0.304

2.
A molecular structure, C42H49N7O15Sr2 in a non-equilibrium geometry, computed with wB97M-V/def2-TZVPD.

Element x y z (Å)
N (3.043, 2.309, -2.323)
H (3.661, 1.540, -2.539)
H (3.529, 2.809, -1.592)
H (2.205, 1.806, -2.069)
H (2.714, 2.902, -3.071)
Sr (-0.006, 1.794, -4.994)
Sr (2.594, -1.200, -4.121)
C (-3.992, 1.124, -3.792)
C (-3.496, 0.934, -5.219)
O (-2.173, 0.553, -5.333)
H (-3.376, 1.781, -3.178)
H (-3.855, 0.097, -3.457)
H (-4.998, 1.541, -3.854)
H (-3.767, 1.882, -5.684)
H (-4.116, 0.199, -5.733)
C (-0.355, -5.352, -4.334)
C (0.562, -4.323, -3.592)
O (1.008, -3.282, -4.466)
H (-0.973, -5.867, -3.599)
H (0.377, -6.015, -4.796)
H (-0.973, -4.886, -5.102)
H (1.330, -4.897, -3.073)
H (0.099, -3.770, -2.774)
C (0.062, 0.188, -0.534)
C (-0.188, 0.110, -2.032)
O (0.915, 0.442, -2.870)
H (-0.816, -0.175, 0.000)
H (0.174, 1.249, -0.309)
H (0.975, -0.336, -0.252)
H (-0.947, 0.854, -2.274)
H (-0.551, -0.883, -2.297)
C (-0.173, -3.261, 0.591)
C (0.621, -2.815, 1.629)
C (1.666, -3.543, 2.132)
C (1.878, -4.826, 1.696)
C (1.083, -5.284, 0.631)
C (0.076, -4.489, 0.065)
N (2.767, -5.770, 2.414)
O (2.981, -6.886, 1.900)
O (3.204, -5.455, 3.526)
H (-1.021, -2.668, 0.278)
H (0.414, -1.838, 2.040)
H (2.259, -3.198, 2.966)
H (1.002, -6.312, 0.310)
H (-0.583, -4.950, -0.656)
C (2.186, 1.022, 2.765)
C (3.389, 1.278, 3.497)
C (3.281, 1.780, 4.763)
C (2.013, 1.970, 5.305)
C (0.824, 1.558, 4.613)
C (0.925, 1.138, 3.281)
N (1.851, 2.384, 6.689)
O (0.756, 2.347, 7.290)
O (2.880, 2.655, 7.325)
H (2.159, 0.560, 1.789)
H (4.368, 1.118, 3.071)
H (4.128, 1.883, 5.425)
H (-0.074, 1.612, 5.211)
H (0.048, 0.857, 2.716)
C (-3.815, -4.556, -2.474)
C (-3.121, -3.339, -2.521)
C (-3.630, -2.294, -1.760)
C (-4.843, -2.434, -1.112)
C (-5.496, -3.657, -1.106)
C (-4.965, -4.752, -1.745)
N (-5.566, -1.264, -0.550)
O (-5.098, -0.126, -0.629)
O (-6.548, -1.438, 0.226)
H (-3.534, -5.428, -3.047)
H (-2.290, -3.147, -3.183)
H (-3.183, -1.311, -1.778)
H (-6.397, -3.729, -0.515)
H (-5.476, -5.690, -1.904)
C (0.581, 6.587, 3.486)
C (0.460, 7.111, 2.241)
C (0.748, 6.433, 1.060)
C (1.215, 5.090, 1.274)
C (1.370, 4.556, 2.576)
C (1.116, 5.361, 3.675)
N (1.536, 4.233, 0.084)
O (1.465, 4.757, -1.048)
O (1.833, 3.078, 0.276)
H (0.151, 7.107, 4.329)
H (0.004, 8.074, 2.065)
H (0.515, 6.922, 0.126)
H (1.811, 3.572, 2.647)
H (1.178, 4.950, 4.672)
C (5.865, -2.877, 2.018)
C (6.338, -3.693, 0.975)
C (5.728, -3.643, -0.280)
C (4.681, -2.726, -0.487)
C (4.358, -1.823, 0.517)
C (4.862, -1.863, 1.812)
N (3.992, -2.736, -1.797)
O (2.869, -2.226, -1.803)
O (4.432, -3.241, -2.894)
H (6.448, -2.903, 2.927)
H (7.061, -4.466, 1.193)
H (6.013, -4.298, -1.090)
H (3.601, -1.077, 0.323)
H (4.530, -1.230, 2.621)
C (-2.963, 2.676, 0.223)
C (-2.369, 3.705, 0.934)
C (-2.996, 4.913, 1.082)
C (-4.289, 5.063, 0.543)
C (-4.852, 4.049, -0.278)
C (-4.169, 2.876, -0.431)
N (-5.104, 6.256, 0.859)
O (-4.754, 6.920, 1.830)
O (-6.164, 6.458, 0.324)
H (-2.432, 1.742, 0.111)
H (-1.416, 3.488, 1.393)
H (-2.399, 5.657, 1.588)
H (-5.847, 4.290, -0.621)
H (-4.621, 2.050, -0.958)

Values from the calculation:
- HOMO-LUMO gap: 0.1441 hartree
- Spin multiplicity: 1
- Energy relative to the best compared isomer or geometry (same formula, charge and spin): 0.0 kcal per mole
- Total charge: +2
- Calculated total energy: -87128.5583 eV

Atomic partial charges in e from the Mulliken method, atoms 1 to 99:
1. N -0.061
2. H 0.379
3. H 0.319
4. H -0.125
5. H 0.335
6. Sr 1.617
7. Sr 1.666
8. C -0.026
9. C -0.814
10. O -0.790
11. H -0.058
12. H -0.075
13. H 0.425
14. H 0.328
15. H 0.271
16. C -1.289
17. C 0.548
18. O -0.857
19. H 0.262
20. H 0.394
21. H 0.346
22. H 0.288
23. H -0.406
24. C -0.170
25. C -0.143
26. O -0.729
27. H 0.491
28. H 0.157
29. H -0.501
30. H -0.147
31. H 0.409
32. C -0.657
33. C -0.363
34. C -0.391
35. C -0.195
36. C -0.678
37. C -0.267
38. N 0.974
39. O -0.567
40. O -0.561
41. H 0.554
42. H 0.580
43. H 0.606
44. H 0.476
45. H 0.506
46. C -0.346
47. C -0.393
48. C -0.537
49. C -0.483
50. C -0.382
51. C 0.016
52. N 0.995
53. O -0.569
54. O -0.579
55. H -0.026
56. H 0.522
57. H 0.582
58. H 0.553
59. H 0.620
60. C -0.289
61. C -0.582
62. C 0.421
63. C -0.498
64. C -0.281
65. C -0.782
66. N 0.831
67. O -0.508
68. O -0.550
69. H 0.379
70. H 0.535
71. H 0.365
72. H 0.483
73. H 0.412
74. C -0.685
75. C -0.445
76. C -0.715
77. C -0.064
78. C 0.547
79. C -0.356
80. N 1.009
81. O -0.690
82. O -0.423
83. H 0.439
84. H 0.409
85. H 0.440
86. H 0.185
87. H 0.412
88. C -0.597
89. C -0.740
90. C -0.416
91. C -0.035
92. C 0.611
93. C -0.654
94. N 0.735
95. O -0.417
96. O -0.542
97. H 0.457
98. H 0.427
99. H 0.489